Record 1
Entry from the OMol25 dataset: a cluster of 9 separate species, C24H60F6N7O17 in total (ωB97M-V/def2-TZVPD).

```
114
Properties=species:S:1:pos:R:3:forces:R:3:lowdin_charge:R:1
C -1.33764 1.72131 1.14044 -0.18 -0.26 0.01 -0.03
C -0.60895 0.79289 0.21350 2.42 0.42 -0.06 -0.31
C -1.43007 0.15155 -0.87565 -0.53 -0.10 1.97 -0.20
O -0.56076 -0.65784 -1.61109 -0.36 -0.56 -0.69 -0.18
C -1.22075 -1.14561 -2.76944 0.07 1.24 -1.45 -0.08
N 0.56368 1.54788 -0.42132 -0.67 -1.03 -0.37 0.24
H 1.02355 0.84912 -1.02253 0.31 0.41 -0.18 0.11
H 0.17406 2.28851 -1.01450 0.59 0.51 -0.23 0.10
H 1.29655 1.91654 0.21180 -0.28 0.48 0.09 0.14
H -1.54263 2.62821 0.56822 -0.30 0.14 0.25 0.09
H -0.73599 1.95159 2.01665 0.12 0.12 -0.11 0.07
H -2.24522 1.22119 1.48537 -0.17 0.21 -0.08 0.08
H -0.03023 0.01436 0.71783 -0.63 -0.24 0.45 0.15
H -2.06227 0.87022 -1.40956 0.48 0.00 -0.60 0.15
H -2.13065 -0.46676 -0.29194 -0.20 -0.12 -0.38 0.12
H -2.20668 -1.59126 -2.62263 0.15 -0.18 0.53 0.09
H -0.58693 -1.78858 -3.37772 0.25 -0.32 0.68 0.06
H -1.35534 -0.28019 -3.43758 -0.31 -0.04 0.08 0.09
C -5.16182 4.98434 5.11887 -1.58 0.44 -0.23 -0.04
C -4.30980 5.53999 3.99837 -0.23 -1.55 -0.35 -0.28
C -2.84573 5.37821 4.26808 2.27 1.28 1.16 -0.23
O -2.46291 4.04526 4.17531 -0.68 0.04 -0.48 -0.19
C -1.20729 3.73076 4.74676 0.59 -1.85 0.25 -0.06
N -4.54365 4.64378 2.76866 0.02 -0.03 -0.73 0.22
H -5.45000 4.67772 2.29600 -0.14 0.41 0.41 0.18
H -3.84845 4.89955 2.05976 0.06 -0.28 0.01 0.18
H -4.40327 3.65130 2.99069 0.44 0.15 0.21 0.17
H -5.09086 5.57361 6.03001 0.41 -0.06 0.01 0.10
H -5.04582 3.92323 5.33022 0.59 0.06 -0.01 0.10
H -6.21640 5.09087 4.82969 0.04 -0.02 0.01 0.09
H -4.59520 6.53802 3.68184 0.10 0.14 0.20 0.16
H -2.60714 5.75843 5.27679 -0.57 -0.15 0.16 0.14
H -2.15352 6.02879 3.70689 -0.52 -0.15 -0.77 0.15
H -1.17940 2.63859 4.72886 -0.12 -0.01 0.23 0.09
H -1.14264 4.02697 5.79498 -0.02 0.36 -0.08 0.10
H -0.29664 3.94991 4.18236 -0.37 0.95 -0.23 0.11
C 3.74423 0.36692 -7.59413 0.55 0.52 0.49 -0.04
C 2.80612 0.01599 -6.44556 -0.71 0.13 -0.86 -0.33
C 2.96480 -1.43759 -6.08581 1.81 -0.85 0.61 -0.23
O 2.18046 -1.91088 -5.03201 -0.86 0.21 -0.07 -0.17
C 1.07788 -2.70089 -5.47440 1.16 -0.98 -0.33 -0.08
N 3.03608 0.86798 -5.25554 0.77 -0.39 1.13 0.22
H 2.33728 0.70163 -4.50845 -0.36 0.52 -0.24 0.13
H 3.89800 0.67463 -4.71117 0.26 -0.07 0.14 0.14
H 3.08936 1.85950 -5.48464 -0.56 0.05 0.23 0.16
H 3.92056 1.44511 -7.57379 0.05 -0.02 -0.22 0.09
H 3.37070 0.11211 -8.58157 -0.29 -0.14 0.12 0.09
H 4.71511 -0.11775 -7.46768 0.01 0.02 0.03 0.09
H 1.79292 0.29122 -6.74744 -0.13 -0.36 0.04 0.16
H 4.00957 -1.58313 -5.75368 -0.07 0.55 0.34 0.14
H 3.05194 -2.10966 -6.95128 -1.07 0.24 -0.27 0.14
H 0.54372 -2.23281 -6.30127 -0.33 0.10 0.26 0.10
H 0.46242 -3.01352 -4.63725 -0.18 0.61 0.07 0.06
H 1.51536 -3.64858 -5.83175 -0.25 0.11 -0.29 0.09
C 4.07545 -4.34412 -1.07187 0.91 -0.07 -0.72 -0.04
C 3.35739 -3.02865 -0.87489 0.14 0.30 0.22 -0.31
C 1.91889 -2.94315 -1.31160 -0.55 0.69 0.14 -0.20
O 1.08945 -3.62826 -0.39266 0.55 -1.12 -0.68 -0.19
C -0.20905 -3.88833 -0.93849 0.48 0.38 0.39 -0.05
N 3.36663 -2.67954 0.60302 -0.68 0.81 -0.99 0.24
H 2.56603 -3.22439 0.94535 0.42 0.02 0.83 0.14
H 4.26774 -2.86946 1.02923 -0.22 -0.20 0.35 0.16
H 3.14669 -1.67143 0.83323 0.19 0.07 0.22 0.15
H 4.12758 -4.58443 -2.13759 -0.42 0.04 -0.01 0.09
H 3.72083 -5.23414 -0.55609 -0.28 0.23 0.24 0.09
H 5.13760 -4.18380 -0.85436 -0.08 -0.17 0.42 0.08
H 3.88313 -2.25873 -1.44011 0.05 0.17 0.25 0.14
H 1.80147 -3.32613 -2.33015 0.13 -0.11 0.01 0.13
H 1.61617 -1.89122 -1.30952 0.14 0.06 -0.26 0.11
H -0.56797 -4.79007 -0.44997 -0.46 0.38 0.35 0.09
H -0.20958 -4.11977 -2.00977 0.39 0.16 -0.02 0.08
H -0.73379 -2.94829 -0.77446 -0.86 -0.47 -0.02 0.08
N 3.90215 0.86579 -1.73904 1.48 -0.44 0.36 -0.59
O 4.67179 1.05635 -2.73855 -0.71 -0.10 -0.75 -0.11
O 2.93341 0.05941 -1.85215 -0.68 -0.09 -0.58 -0.10
O 4.18809 1.34619 -0.66703 -0.39 0.23 -0.02 0.05
N -0.25318 2.73697 -3.59891 -0.16 -1.35 1.22 -0.60
O -0.24790 3.43116 -2.55348 -0.27 0.11 -0.50 -0.07
O 0.84387 2.28389 -4.01578 0.15 0.18 -0.65 -0.09
O -1.32382 2.35306 -4.10665 0.39 0.53 -0.18 -0.06
N 2.66230 4.19275 1.29325 1.18 0.09 0.13 -0.62
O 1.69739 3.99004 0.50053 -0.38 -0.11 0.28 -0.12
O 3.44204 3.26643 1.56323 -0.64 0.41 -0.09 -0.04
O 2.86297 5.34378 1.76200 -0.53 -0.38 -0.18 -0.10
C -5.69800 -2.38772 0.55439 -1.35 -1.88 1.91 -0.57
O -4.78260 -1.88932 1.62040 0.62 0.94 -0.76 -0.13
O -6.90981 -1.98221 0.69858 0.22 1.06 -0.50 -0.16
C -5.06444 -2.16516 -0.82139 0.25 0.90 -0.42 -0.54
F -4.55101 -0.91557 -0.98538 0.06 0.00 0.09 0.10
F -4.02191 -3.01204 -1.08440 0.00 -0.09 -0.12 0.07
F -5.93123 -2.31903 -1.83224 -0.01 -0.30 0.09 0.13
C -3.61202 -2.65374 1.87309 -1.00 0.39 0.94 -0.29
C -2.66037 -1.74811 2.65773 -0.39 0.26 -0.53 -0.06
H -2.08049 -1.18474 1.92211 0.46 -0.06 0.37 0.05
H -3.24808 -1.00430 3.19849 -0.16 -0.12 0.04 0.07
H -2.05952 -2.27060 3.39968 0.34 -0.07 -0.29 0.05
H -3.17323 -3.02007 0.94686 0.21 -0.19 0.15 0.09
H -3.93380 -3.48099 2.52374 0.32 -0.34 -0.27 0.11
H -5.65401 -3.48852 0.77789 0.54 -0.36 -0.67 0.13
C 2.82089 -0.33974 3.44658 1.29 0.59 0.31 -0.54
O 2.16470 -1.64321 3.42043 -0.54 -0.48 -0.39 -0.12
O 3.28879 -0.02911 2.28747 -0.58 -0.64 -0.95 -0.14
C 1.90396 0.75911 4.10103 -0.37 0.11 -0.08 -0.54
F 1.83982 0.58438 5.45949 -0.14 0.00 -0.03 0.08
F 2.31168 2.00325 3.90726 0.70 0.01 0.06 0.15
F 0.61370 0.78978 3.66803 -0.52 -0.55 -0.12 0.08
C 1.32596 -2.07765 4.46957 0.23 -0.45 -0.24 -0.30
C 0.74159 -3.42936 4.06118 -0.57 1.16 -0.77 -0.08
H -0.03754 -3.75608 4.74961 0.41 -0.36 0.35 0.07
H 0.17074 -3.19166 3.15518 0.22 -0.36 -0.21 0.06
H 1.51066 -4.15768 3.81646 -0.08 -0.22 0.28 0.07
H 0.48535 -1.38579 4.55336 0.08 0.04 0.58 0.10
H 1.91156 -2.18640 5.39004 -0.24 0.32 0.21 0.12
H 3.63520 -0.41243 4.21141 -0.14 -0.24 0.37 0.14
```
Positions in Å, forces in eV/Å.

Frontier orbital gap in eV: 4.551
Charge: -1
Energy in a.u.: -3211.4664
LUMO energy in eV: 0.51

---

Record 2
Entry from the OMol25 dataset: a structure of composition C24H60N4Na7O12P (ωB97M-V/def2-TZVPD).

```
108
Properties=species:S:1:pos:R:3:forces:R:3:lowdin_charge:R:1
Na -3.99244 -0.15197 -0.91076 1.03 -0.02 0.43 0.82
Na -0.61246 -4.23663 -4.79168 0.20 0.82 0.60 0.86
Na 1.76503 1.11931 -1.12759 -0.59 -0.13 -0.45 0.76
Na -2.28955 -6.32162 -1.16390 0.67 0.57 0.69 0.83
Na -5.76418 -3.87504 -3.32620 -0.21 0.08 -0.06 0.95
Na 0.85303 -2.51549 2.80524 -0.61 0.18 -0.23 0.78
Na 3.23591 -4.06080 -1.87410 -0.69 0.11 0.36 0.84
P -0.56931 -2.40247 -1.04753 0.74 0.95 -0.53 -0.20
O -0.75734 -1.21179 -0.04968 -0.44 -0.94 -0.11 -0.50
O 0.32379 -1.90611 -2.20173 1.57 0.35 -1.20 -0.51
O -1.87950 -2.84026 -1.80090 -2.13 -0.73 -0.17 -0.56
O 0.08342 -3.65744 -0.44525 0.34 -0.95 0.99 -0.51
C -3.08160 3.54462 -4.48150 -0.10 0.64 -0.64 -0.10
O -2.24495 2.46975 -4.14708 -0.72 0.09 2.11 -0.20
C -1.97367 1.57386 -5.16388 1.27 0.25 -0.73 -0.23
C -0.67137 1.97460 -5.83561 -0.51 1.18 -0.77 -0.24
N 0.48895 1.69011 -5.07692 1.06 -0.24 0.83 -0.07
C 1.74662 1.99277 -5.79563 -0.72 -1.08 1.20 -0.17
C 2.94069 1.43560 -5.05710 1.00 1.34 -0.11 -0.23
O 3.16708 2.11794 -3.83914 0.31 0.45 1.73 -0.22
C 4.41911 1.81776 -3.11853 -2.22 -0.54 -0.77 -0.04
H -2.62492 4.10273 -5.29884 -0.22 0.19 -0.20 0.09
H -3.23338 4.25381 -3.66778 0.50 -0.33 0.32 0.09
H -4.08765 3.23447 -4.76392 -0.08 -0.31 -0.29 0.09
H -2.75369 1.57612 -5.92523 -0.28 -0.36 0.06 0.13
H -1.78395 0.60364 -4.70477 -0.52 -0.38 0.01 0.11
H -0.69557 3.06170 -5.91142 -0.21 0.21 -0.40 0.13
H -0.60980 1.59512 -6.85556 -0.12 -0.29 -0.37 0.12
H 0.44025 0.73187 -4.76148 0.43 -0.32 0.00 0.10
H 1.81303 3.07231 -5.93088 0.10 -0.14 -0.25 0.14
H 1.78820 1.41382 -6.71822 -0.16 0.48 -0.71 0.12
H 3.81776 1.67662 -5.65773 0.11 -0.54 -0.47 0.13
H 2.82747 0.35702 -4.94774 0.11 -0.30 0.29 0.12
H 4.32175 2.23100 -2.11462 0.00 0.36 -0.11 0.08
H 5.33103 2.19515 -3.58123 -0.15 -0.19 -0.23 0.10
H 4.33582 0.73481 -3.02687 1.07 -0.32 0.06 0.08
C 3.17819 8.07172 -1.91618 0.54 -0.14 -1.03 -0.12
O 1.98712 7.40591 -1.60951 0.10 -1.61 0.69 -0.19
C 2.02336 5.93586 -1.70513 -0.45 2.56 -1.08 -0.18
C 0.58868 5.55595 -1.45722 -0.38 -1.40 0.41 -0.23
N 0.45294 5.16756 -0.07779 -0.52 -1.16 1.34 -0.07
C -0.83795 4.48741 0.28995 0.48 1.31 -0.84 -0.19
C -2.03161 5.38560 0.55331 1.06 1.23 1.70 -0.18
O -1.64338 5.91412 1.87514 -0.79 -0.20 -1.05 -0.21
C -2.66797 6.49171 2.64565 -0.97 0.32 0.11 -0.12
H 2.94551 9.12032 -2.10164 0.06 -0.04 0.42 0.10
H 3.57638 7.69126 -2.85681 0.03 -0.08 -0.41 0.08
H 4.00523 7.93322 -1.21982 -0.25 0.16 0.58 0.09
H 2.72878 5.44259 -1.03641 -0.09 0.26 0.47 0.12
H 2.32756 5.66904 -2.71724 0.04 0.08 -0.30 0.11
H 0.35888 4.65660 -2.02857 -0.29 0.11 -0.53 0.11
H -0.14191 6.35107 -1.60597 0.37 0.23 -1.12 0.13
H 0.65160 6.03468 0.40049 -0.42 -0.18 1.08 0.12
H -0.76843 3.99062 1.25765 0.54 -0.59 -0.34 0.11
H -1.06658 3.85383 -0.56704 0.07 -0.53 0.15 0.10
H -2.98917 4.86834 0.61357 -0.02 -0.26 0.04 0.11
H -2.11807 6.22535 -0.13622 -0.08 0.03 -0.16 0.12
H -3.14026 5.79022 3.33336 0.58 -0.33 0.51 0.08
H -3.56278 6.80651 2.10870 0.24 0.32 -0.83 0.08
H -2.30338 7.37818 3.16464 0.16 -0.25 0.11 0.10
C 4.75990 -7.56245 -0.65687 1.66 -0.17 0.39 -0.12
O 3.38591 -7.49066 -0.68906 -0.70 2.59 -1.64 -0.21
C 2.80090 -8.58952 -0.10482 0.71 -0.83 -0.37 -0.23
C 1.28506 -8.50432 -0.07689 0.97 -0.58 0.19 -0.19
N 0.70470 -7.81949 1.02456 -0.73 2.98 -0.34 -0.09
C 1.09415 -8.12815 2.35063 0.11 -1.60 2.41 -0.19
C 1.69456 -7.07340 3.39933 -1.75 0.33 -2.07 -0.10
O 0.68826 -6.03065 3.65489 0.91 -0.15 -1.15 -0.21
C -0.36232 -6.48167 4.42931 -1.04 -0.34 2.63 -0.15
H 5.13832 -7.42408 0.35592 0.06 0.23 0.29 0.10
H 5.23633 -6.82572 -1.30367 -0.28 0.18 -0.07 0.09
H 5.17098 -8.52825 -0.95071 -0.26 -0.28 -0.34 0.10
H 3.35691 -8.66490 0.82966 -0.85 -0.64 0.81 0.13
H 3.13334 -9.43257 -0.71051 -0.29 -0.59 0.05 0.13
H 0.97697 -9.54890 -0.12170 -0.54 0.03 0.06 0.13
H 0.88139 -7.95515 -0.92753 0.45 -0.39 -0.60 0.11
H 0.85422 -6.82628 0.91830 -0.20 0.35 -0.44 0.10
H 1.74108 -8.99822 2.23853 0.34 -0.04 0.81 0.12
H 0.17202 -8.50878 2.78982 0.25 -0.21 0.70 0.10
H 2.51676 -6.51919 2.94663 0.19 -0.13 0.17 0.11
H 1.98337 -7.54930 4.33645 -0.02 -0.16 -0.14 0.13
H -1.10652 -5.75682 4.75922 0.02 0.93 -1.24 0.09
H -0.02406 -6.65859 5.45028 0.58 -0.88 0.15 0.10
H -0.94747 -7.34781 4.12028 0.39 -0.12 -0.53 0.09
C -5.82945 1.99669 2.40140 -0.27 0.21 0.03 -0.10
O -4.61747 1.21121 2.52154 -0.75 1.15 0.90 -0.20
C -4.38788 0.91654 3.91275 0.06 -2.31 0.66 -0.19
C -3.44071 -0.37187 4.05589 -0.40 1.26 0.46 -0.18
N -2.00108 -0.14579 4.04400 -0.51 -1.60 0.22 -0.09
C -1.42591 0.45393 5.25206 1.36 2.38 -2.46 -0.15
C -0.04045 1.12258 4.99073 0.07 0.12 0.76 -0.22
O 0.94297 0.20799 4.58853 1.04 -1.23 -0.42 -0.22
C 2.27608 0.72868 4.46265 -0.44 -0.28 0.66 -0.08
H -5.89793 2.55653 1.46868 0.55 -0.29 -0.27 0.08
H -5.97444 2.76110 3.16479 0.63 0.00 0.31 0.09
H -6.74220 1.40561 2.47625 0.14 -0.57 -0.02 0.09
H -5.31845 0.74627 4.45419 -0.84 -1.21 -0.76 0.11
H -4.17460 1.68877 4.65186 1.54 1.13 -1.00 0.12
H -3.68764 -1.13180 3.31452 -0.14 0.30 -0.38 0.10
H -3.68758 -0.87172 4.99253 -0.11 0.24 0.25 0.11
H -1.67673 0.01344 3.10084 0.59 0.61 0.53 0.10
H -1.33369 -0.15031 6.15455 -0.48 -0.35 -0.33 0.13
H -1.98891 1.37862 5.37893 -0.43 -0.07 1.13 0.11
H 0.28851 1.57807 5.92476 -0.13 -0.11 0.48 0.13
H -0.00243 1.98084 4.31989 -0.79 -0.03 -0.59 0.12
H 2.62403 1.31180 5.31530 -0.62 0.53 0.15 0.10
H 2.36294 1.31887 3.55039 0.24 -0.05 -0.07 0.09
H 2.97193 -0.10577 4.54979 -0.12 -0.26 -0.75 0.08
```
Positions in Å, forces in eV/Å.

Frontier orbital gap in eV: 3.201
Energy above the lowest of the compared OMol25 structures with the same formula, charge and spin in kJ/mol: 1076.73
Charge: +4
Energy in a.u.: -3548.4066
LUMO energy in eV: -11.43

---

Q: What is the LUMO energy in the second record?
A: -11.43 eV

---

Q: Which value of charge does entry 2 give?
A: +4

---

Q: The lowest charge belongs to which entry?
A: C24H60F6N7O17

---

Q: What is the charge in the second record?
A: +4